{"formula": "C34H37N8O3RbS4", "method": "ωB97M-V/def2-TZVPD", "spin_multiplicity": 1, "homo_lumo_gap_ev": [4.888, 3.238], "relative_energy_kcal_mol": 0.0, "total_charge": -2, "species": ["Rb", "C", "C", "C", "C", "N", "C", "C", "C", "C", "C", "C", "N", "H", "H", "H", "H", "H", "H", "H", "H", "N", "C", "C", "C", "C", "C", "C", "S", "N", "C", "C", "C", "C", "C", "C", "N", "H", "H", "H", "H", "H", "H", "H", "H", "H", "C", "C", "S", "C", "C", "S", "H", "H", "H", "H", "H", "H", "N", "C", "C", "C", "O", "O", "H", "H", "H", "H", "H", "H", "S", "C", "C", "N", "C", "H", "H", "H", "C", "C", "N", "O", "H", "H", "H", "H", "H"], "coordinates": [[-0.43, -0.36, 0.81], [2.12, 4.09, 2.18], [2.32, 4.84, 1.01], [1.62, 4.52, -0.13], [0.70, 3.43, -0.13], [0.55, 2.68, 1.01], [1.21, 3.03, 2.09], [-0.08, 3.08, -1.27], [-0.11, 3.88, -2.46], [-0.98, 3.57, -3.47], [-1.84, 2.46, -3.35], [-1.70, 1.69, -2.20], [-0.86, 1.94, -1.21], [2.63, 4.30, 3.10], [3.02, 5.67, 0.99], [1.78, 5.11, -1.02], [1.03, 2.40, 2.96], [0.52, 4.75, -2.56], [-1.01, 4.20, -4.36], [-2.56, 2.19, -4.11], [-2.31, 0.80, -2.06], [-1.65, -3.13, -4.01], [-1.86, -4.44, -3.53], [-1.58, -5.54, -4.31], [-1.83, -6.82, -3.83], [-2.33, -6.99, -2.55], [-2.58, -5.88, -1.75], [-2.37, -4.60, -2.25], [-2.79, -3.18, -1.30], [-1.67, -2.04, -1.90], [-1.30, -2.12, -3.10], [-0.46, -1.03, -3.71], [-0.68, -0.63, -5.02], [0.08, 0.40, -5.54], [1.03, 1.00, -4.73], [1.18, 0.53, -3.43], [0.45, -0.46, -2.93], [-1.07, -3.11, -4.84], [-1.17, -5.40, -5.31], [-1.62, -7.68, -4.46], [-2.51, -7.99, -2.16], [-2.94, -6.01, -0.74], [-1.47, -1.09, -5.61], [-0.09, 0.75, -6.55], [1.63, 1.83, -5.08], [1.90, 0.99, -2.77], [-3.87, 2.91, 2.23], [-3.68, 1.45, 1.88], [-2.90, 0.48, 3.01], [-4.15, 1.01, 0.63], [-4.69, 2.06, -0.33], [-4.16, -0.59, 0.10], [-3.41, 3.12, 3.19], [-4.94, 3.17, 2.29], [-3.42, 3.56, 1.48], [-5.51, 2.63, 0.12], [-5.05, 1.58, -1.24], [-3.91, 2.77, -0.60], [2.67, 0.74, -0.08], [3.56, -0.28, -0.63], [2.84, -1.61, -0.77], [2.52, -2.26, 0.58], [3.48, -2.56, 1.30], [1.29, -2.45, 0.83], [1.81, 0.85, -0.62], [3.08, 1.66, -0.05], [4.39, -0.41, 0.07], [4.00, 0.01, -1.60], [3.48, -2.30, -1.34], [1.92, -1.47, -1.34], [3.79, -0.91, 4.06], [2.48, -1.82, 4.67], [1.31, -1.32, 4.18], [1.44, -0.23, 3.36], [2.69, 0.08, 3.20], [2.62, -2.68, 5.29], [0.34, -1.74, 4.38], [3.02, 0.89, 2.56], [-3.28, -3.38, 2.89], [-1.78, -3.43, 3.12], [-1.04, -3.41, 1.99], [-1.29, -3.52, 4.24], [-3.62, -4.31, 2.44], [-3.54, -2.54, 2.23], [-3.77, -3.24, 3.85], [-1.51, -3.27, 1.10], [-0.03, -3.25, 1.98]]}